Entry 1:
C20H42N4O6S2Se2Zr as an isolated structure at a distorted geometry. Source: the Open Molecules 2025 dataset; level of theory: ωB97M-V/def2-TZVPD.

Calculated values
2S+1   1
Frontier orbital gap   7.6 eV
Total charge   +2
Relative energy (zero: lowest compared OMol25 entry of this formula, charge and spin)   1.058 eV

Each line ends with the Mulliken charge.
CARTESIAN COORDINATES (ANGSTROEM)
Zr  0.14  0.21  0.54  0.743
Se  2.74  1.95  0.75  0.420
Se  1.93  -1.32  2.03  0.045
S  0.10  -2.83  -0.42  -0.475
S  -0.19  0.16  -4.54  0.053
O  -1.23  -0.75  1.73  0.332
O  2.25  1.48  -2.49  -0.597
O  -1.62  -0.43  -0.82  -0.227
O  0.31  1.47  2.08  -0.229
O  1.00  0.14  -1.20  -0.764
O  -1.81  2.14  2.47  -0.547
N  -0.66  2.11  -0.46  0.065
N  0.98  -4.46  -2.30  -0.094
N  -1.60  -2.81  2.52  0.228
N  2.41  -4.15  -0.54  -0.310
C  3.40  1.17  2.40  -0.669
C  -2.98  -0.97  3.34  -0.973
C  1.20  0.87  -5.46  -0.965
C  1.86  -5.40  -2.99  -1.138
C  3.61  -0.33  2.24  -0.890
C  1.27  -1.05  3.85  -1.103
C  0.20  2.37  -1.65  -0.651
C  4.41  1.93  -0.24  -1.159
C  -1.88  -1.53  2.50  0.312
C  -4.69  -2.90  3.42  -0.778
C  -4.36  -1.50  2.90  -0.699
C  -3.76  -4.00  2.92  -0.651
C  -2.27  0.62  -1.58  -0.028
C  -0.76  2.25  1.89  0.276
C  -2.31  -3.81  3.34  -0.813
C  -2.10  1.89  -0.79  -1.060
C  -0.59  3.13  0.65  -0.427
C  0.19  -1.59  -4.71  -0.904
C  1.24  -3.89  -1.14  0.657
C  1.26  1.26  -1.86  0.535
H  0.72  -1.94  4.14  0.332
H  1.43  -5.61  -3.96  0.361
H  -4.10  -4.96  3.31  0.408
H  -2.50  2.74  -1.36  0.526
H  0.08  -4.26  -2.70  0.243
H  -0.39  2.44  -2.57  0.396
H  -4.65  -2.88  4.52  0.306
H  1.05  -1.86  -4.09  0.203
H  -4.42  -1.48  1.81  0.283
H  4.19  -0.55  1.35  0.313
H  -1.75  -4.74  3.22  0.517
H  4.35  1.66  2.63  0.582
H  2.13  -0.94  4.51  0.505
H  4.11  -0.77  3.10  0.557
H  2.68  1.41  3.18  0.316
H  5.10  2.61  0.26  0.435
H  -3.81  -4.07  1.83  0.307
H  -3.32  0.38  -1.71  0.466
H  -1.37  3.88  0.59  0.464
H  4.82  0.93  -0.30  0.347
H  1.25  0.41  -6.44  0.410
H  -2.80  -1.24  4.39  0.527
H  0.64  -0.17  3.89  0.244
H  -1.80  0.69  -2.56  -0.133
H  0.74  3.31  -1.55  0.398
H  1.95  -6.33  -2.44  0.387
H  -0.69  -2.16  -4.40  0.273
H  0.39  3.61  0.66  0.436
H  -5.71  -3.14  3.14  0.374
H  1.00  1.93  -5.57  0.360
H  -2.65  1.81  0.15  0.425
H  -0.95  -3.14  1.81  0.000
H  -5.11  -0.80  3.27  0.474
H  -2.93  0.11  3.25  0.291
H  4.18  2.28  -1.24  0.335
H  3.06  -4.82  -0.90  0.227
H  -1.39  -1.17  -1.40  0.081
H  -2.25  -3.52  4.38  0.325
H  0.40  -1.82  -5.76  0.485
H  2.59  -3.75  0.37  0.082
H  2.84  -4.96  -3.14  0.370
H  2.13  0.73  -4.91  0.245


Entry 2:
One molecule with the formula C6H6BrF2NO2S at a distorted geometry. Source: the Open Molecules 2025 dataset; level of theory: ωB97M-V/def2-TZVPD.

Calculated values
SMILES   NS(=O)(=O)[C@]1(F)C=C(F)C=C[C@H]1Br
2S+1   1
Frontier orbital gap   8.9 eV
Total charge   0
Relative energy (zero: lowest compared OMol25 entry of this formula, charge and spin)   0.551 eV

Each line ends with the natural charge from an NBO analysis.
CARTESIAN COORDINATES (ANGSTROEM)
Br  -3.03  0.41  0.46  0.050
S  1.53  0.46  0.53  2.271
F  -0.79  -3.68  0.59  -0.342
F  -0.47  0.72  2.21  -0.357
O  1.76  -0.18  -0.73  -0.952
O  2.38  0.22  1.63  -0.904
N  1.27  2.03  0.17  -1.049
C  -0.79  -2.28  0.42  0.425
C  -1.01  -1.90  -0.90  -0.284
C  -1.11  -0.63  -1.30  -0.124
C  -1.18  0.44  -0.17  -0.341
C  -0.23  -0.08  1.07  0.140
C  -0.41  -1.54  1.43  -0.326
H  -1.23  -0.38  -2.29  0.221
H  -0.19  -1.73  2.48  0.269
H  1.94  2.59  0.47  0.403
H  1.00  2.09  -0.78  0.404
H  -0.84  1.49  -0.54  0.250
H  -0.99  -2.62  -1.69  0.246